Entry 1:
12
Properties=species:S:1:pos:R:3:forces:R:3 method="wB97M-V/def2-TZVPD" homo_lumo_gap_ev=11.03 e_homo_ev=-10.131 total_energy_ev=-9349.1727 smiles="O=COCCO" lumo_energy_ha=0.0331 e_above_lowest_kcal_mol=49.44 fmax_ev_per_a=3.5 charge=0
O -1.026735 -0.329607 -1.464165 -0.544 -1.245 1.240
C -0.487028 0.746747 -1.605995 -0.735 -1.728 0.527
O 0.097422 1.390733 -0.570175 -0.506 -0.454 -1.100
C -0.091510 0.671056 0.737093 -0.017 -0.013 -0.133
C 0.717014 -0.623204 0.882849 0.185 0.370 0.123
O 0.092623 -1.776516 0.397803 0.085 -0.182 -0.064
H -0.683622 0.800654 -2.689260 1.560 3.106 -0.057
H 0.226156 1.393903 1.496269 0.038 0.008 -0.469
H -1.156548 0.458416 0.875356 0.165 0.103 -0.161
H 1.710869 -0.454133 0.435782 -0.113 -0.067 -0.006
H 0.881534 -0.805086 1.954756 -0.060 0.236 -0.183
H -0.305621 -1.541512 -0.456978 -0.059 -0.133 0.285

***

Entry 2:
12
Properties=species:S:1:pos:R:3:forces:R:3 method="wB97M-V/def2-TZVPD" homo_lumo_gap_ev=9.82 e_homo_ev=-9.314 total_energy_ev=-9347.4420 lumo_energy_ha=0.0187 e_above_lowest_kcal_mol=89.35 fmax_ev_per_a=1.6 charge=0
C -0.789907 -0.389082 0.607715 -0.127 -0.500 -0.278
C 0.662352 -0.177563 0.224929 0.698 0.601 1.105
C 1.186141 0.597017 -0.848374 0.765 -0.069 0.169
O -1.372051 0.891342 0.641159 0.206 -0.229 -0.060
O -1.415425 -1.244072 -0.315132 -0.018 0.140 0.006
O 1.596159 -0.501861 1.025840 -0.985 -0.546 0.275
H -2.278646 0.799907 0.959441 0.082 -0.033 0.000
H -1.306923 -0.860502 -1.197387 -0.016 -0.033 0.077
H 2.157844 0.463182 0.221760 -0.576 0.583 -1.368
H -0.848960 -0.901874 1.571367 0.025 0.087 -0.063
H 0.566806 1.302512 -1.391938 0.113 0.188 0.204
H 1.842612 0.020994 -1.499381 -0.167 -0.189 -0.065

***

Copy entry 1 word for word.
12
Properties=species:S:1:pos:R:3:forces:R:3 method="wB97M-V/def2-TZVPD" homo_lumo_gap_ev=11.03 e_homo_ev=-10.131 total_energy_ev=-9349.1727 smiles="O=COCCO" lumo_energy_ha=0.0331 e_above_lowest_kcal_mol=49.44 fmax_ev_per_a=3.5 charge=0
O -1.026735 -0.329607 -1.464165 -0.544 -1.245 1.240
C -0.487028 0.746747 -1.605995 -0.735 -1.728 0.527
O 0.097422 1.390733 -0.570175 -0.506 -0.454 -1.100
C -0.091510 0.671056 0.737093 -0.017 -0.013 -0.133
C 0.717014 -0.623204 0.882849 0.185 0.370 0.123
O 0.092623 -1.776516 0.397803 0.085 -0.182 -0.064
H -0.683622 0.800654 -2.689260 1.560 3.106 -0.057
H 0.226156 1.393903 1.496269 0.038 0.008 -0.469
H -1.156548 0.458416 0.875356 0.165 0.103 -0.161
H 1.710869 -0.454133 0.435782 -0.113 -0.067 -0.006
H 0.881534 -0.805086 1.954756 -0.060 0.236 -0.183
H -0.305621 -1.541512 -0.456978 -0.059 -0.133 0.285

***

Copy entry 1 word for word.
12
Properties=species:S:1:pos:R:3:forces:R:3 method="wB97M-V/def2-TZVPD" homo_lumo_gap_ev=11.03 e_homo_ev=-10.131 total_energy_ev=-9349.1727 smiles="O=COCCO" lumo_energy_ha=0.0331 e_above_lowest_kcal_mol=49.44 fmax_ev_per_a=3.5 charge=0
O -1.026735 -0.329607 -1.464165 -0.544 -1.245 1.240
C -0.487028 0.746747 -1.605995 -0.735 -1.728 0.527
O 0.097422 1.390733 -0.570175 -0.506 -0.454 -1.100
C -0.091510 0.671056 0.737093 -0.017 -0.013 -0.133
C 0.717014 -0.623204 0.882849 0.185 0.370 0.123
O 0.092623 -1.776516 0.397803 0.085 -0.182 -0.064
H -0.683622 0.800654 -2.689260 1.560 3.106 -0.057
H 0.226156 1.393903 1.496269 0.038 0.008 -0.469
H -1.156548 0.458416 0.875356 0.165 0.103 -0.161
H 1.710869 -0.454133 0.435782 -0.113 -0.067 -0.006
H 0.881534 -0.805086 1.954756 -0.060 0.236 -0.183
H -0.305621 -1.541512 -0.456978 -0.059 -0.133 0.285